# 1
13
Properties=species:S:1:pos:R:3:lowdin_charge:R:1 method="wB97M-V/def2-TZVPD" orbital_gap_ev=9.1168 smiles="C/C(N)=C/N" e_tot_ha=-228.5948 homo_ha=-0.2949 e_lumo_ev=1.093 spin_multiplicity=1
C -0.171 -1.755 0.301 -0.061
C 0.148 -0.308 0.077 -0.413
N 1.526 0.012 0.270 0.064
C -0.754 0.588 -0.314 -0.186
N -0.376 1.959 -0.535 -0.003
H -0.837 -1.894 1.142 0.075
H 0.744 -2.327 0.367 0.069
H -0.670 -2.153 -0.583 0.076
H 1.728 -0.187 1.249 0.084
H 1.597 1.030 0.215 0.061
H -1.791 0.325 -0.449 0.098
H -1.102 2.599 -0.259 0.061
H -0.041 2.111 -1.480 0.075


# 2
119
Properties=species:S:1:pos:R:3:lowdin_charge:R:1 method="wB97M-V/def2-TZVPD" orbital_gap_ev="4.2309 / 6.9320" e_tot_ha=-11332.9316 charge=-2 homo_ha="-0.0268 / -0.1261" e_lumo_ev="3.501 / 3.501" s2=0.774 spin_multiplicity=2
Ti -0.378 0.458 1.357 0.995
C -3.898 3.209 3.488 -0.017
C -2.577 3.427 4.173 -0.306
C -2.448 4.230 5.335 -0.024
C -1.219 4.458 5.872 -0.049
C -0.076 3.882 5.279 -0.195
C 1.264 4.098 5.681 -0.630
Br 1.652 5.196 7.196 0.698
C 2.301 3.562 4.989 -0.191
C 2.057 2.713 3.893 -0.593
Br 3.543 2.096 2.887 0.761
C 0.783 2.350 3.495 -0.365
O 0.560 1.481 2.561 -0.267
C -0.307 3.042 4.159 -0.114
N -1.534 2.855 3.633 0.195
H -4.738 3.363 4.171 0.069
H -3.935 2.200 3.075 0.077
H -4.007 3.901 2.650 0.089
H -3.330 4.668 5.786 0.103
H -1.109 5.082 6.749 0.072
H 3.319 3.777 5.279 0.085
O -4.722 3.078 -1.338 -0.055
C -3.684 3.415 -1.979 -0.675
O -3.593 3.955 -3.099 -0.042
C -2.379 3.105 -1.272 -0.073
C -1.262 3.905 -1.278 -0.020
N -0.360 3.362 -0.425 0.032
N -0.835 2.261 0.131 0.021
C -2.041 2.064 -0.368 -0.114
C -2.737 0.835 0.231 -0.495
O -4.106 0.951 0.284 0.038
O -2.169 0.766 1.520 -0.245
H -4.388 1.756 -0.215 0.060
H -1.070 4.819 -1.820 0.126
H 0.567 3.662 -0.189 0.156
C -4.352 -4.649 -3.903 -0.075
C -3.825 -3.567 -2.992 -0.295
C -2.856 -3.825 -2.033 -0.038
C -2.338 -2.843 -1.190 -0.168
C -1.260 -3.312 -0.228 -0.064
C -2.825 -1.499 -1.278 -0.064
C -3.808 -1.236 -2.273 -0.178
C -4.340 0.136 -2.575 -0.024
C -4.275 -2.259 -3.087 -0.037
C -2.199 -0.479 -0.452 -0.208
O -1.179 0.528 -2.863 -0.007
O -0.987 -0.700 0.019 -0.216
H -3.875 -5.606 -3.682 0.062
H -4.161 -4.411 -4.955 0.069
H -5.434 -4.777 -3.790 0.069
H -2.479 -4.841 -1.930 0.101
H -1.294 -4.402 -0.153 0.074
H -1.377 -2.895 0.766 0.025
H -0.267 -3.009 -0.573 0.068
H -5.144 0.411 -1.900 0.084
H -4.719 0.177 -3.597 0.085
H -3.571 0.897 -2.475 0.053
H -5.010 -2.008 -3.853 0.110
N 1.311 0.623 0.169 -0.236
P 1.837 -0.271 -0.948 0.611
N 2.128 -1.897 -0.526 -0.173
C 2.856 -2.857 -1.370 -0.239
C 3.608 -3.894 -0.545 -0.201
C 2.628 -4.602 0.386 -0.188
C 1.932 -3.583 1.316 -0.160
C 2.255 -2.145 0.928 -0.248
N 1.014 -0.281 -2.451 -0.115
C 1.391 -1.144 -3.573 -0.202
C 0.383 -1.035 -4.708 -0.180
C 0.385 0.383 -5.291 -0.179
C 0.602 1.434 -4.178 -0.120
C 0.208 0.877 -2.808 -0.388
N 3.401 0.174 -1.508 -0.194
C 4.504 -0.183 -0.610 -0.236
C 5.815 0.301 -1.213 -0.182
C 5.865 1.842 -1.180 -0.198
C 4.438 2.419 -1.201 -0.190
C 3.503 1.551 -2.038 -0.218
H 3.542 -2.336 -2.047 0.101
H 2.153 -3.423 -1.987 0.097
H 4.413 -3.426 0.032 0.104
H 4.070 -4.605 -1.234 0.107
H 3.145 -5.369 0.968 0.097
H 1.883 -5.117 -0.230 0.104
H 2.267 -3.719 2.347 0.106
H 0.850 -3.726 1.306 0.090
H 3.254 -1.886 1.299 0.103
H 1.577 -1.486 1.424 0.023
H 1.419 -2.174 -3.247 0.081
H 2.398 -0.880 -3.945 0.117
H -0.604 -1.270 -4.310 0.110
H 0.625 -1.772 -5.479 0.106
H -0.559 0.565 -5.807 0.103
H 1.185 0.476 -6.031 0.097
H 0.003 2.328 -4.365 0.115
H 1.649 1.743 -4.145 0.093
H -1.683 1.340 -3.003 0.084
H 0.351 1.630 -2.036 0.101
H 4.520 -1.267 -0.488 0.083
H 4.382 0.250 0.396 0.098
H 5.855 -0.056 -2.247 0.108
H 6.667 -0.132 -0.683 0.102
H 6.434 2.217 -2.036 0.096
H 6.382 2.179 -0.277 0.100
H 4.438 3.435 -1.599 0.105
H 4.035 2.466 -0.185 0.074
H 3.860 1.531 -3.077 0.110
H 2.522 2.020 -2.042 0.084
Cl 1.836 -0.817 3.973 0.701
C 0.159 -1.290 4.153 -0.642
C -0.743 -1.150 3.076 -0.134
C -2.006 -1.720 3.370 -0.633
Cl -3.258 -1.870 2.175 0.797
C -2.352 -2.265 4.616 -0.705
Cl -3.936 -2.913 4.912 0.622
C -1.425 -2.304 5.647 -0.724
Cl -1.836 -2.971 7.192 0.623
C -0.147 -1.832 5.404 -0.715
Cl 1.041 -1.934 6.666 0.620


# 3
24
Properties=species:S:1:pos:R:3:lowdin_charge:R:1 method="wB97M-V/def2-TZVPD" orbital_gap_ev="7.1287 / 7.1278" smiles=c1ccnc[nH+]c2ccncc2cc1 e_tot_ha=-589.0452 charge=+1 homo_ha="-0.4729 / -0.4728" e_lumo_ev="-5.738 / -5.739" spin_multiplicity=1
C -1.972 -0.251 -1.259 0.006
C -1.873 0.682 -0.196 -0.059
C -1.699 0.344 1.158 -0.040
N -1.482 -0.919 1.546 0.121
C -0.451 -1.571 1.796 -0.138
N 0.798 -1.076 1.573 0.102
C 0.933 0.018 0.703 -0.210
C 1.608 1.179 1.127 0.043
C 2.047 2.152 0.156 -0.086
N 1.932 1.829 -1.081 0.078
C 1.428 0.738 -1.507 -0.093
C 0.896 -0.274 -0.715 -0.149
C 0.228 -1.338 -1.381 0.018
C -1.114 -1.338 -1.523 -0.060
H -2.939 -0.023 -1.709 0.140
H -2.318 1.633 -0.498 0.122
H -2.200 1.022 1.962 0.183
H -0.571 -2.622 2.077 0.157
H 1.639 -1.220 2.082 0.153
H 2.003 1.239 2.183 0.139
H 2.568 3.104 0.370 0.133
H 1.319 0.668 -2.563 0.129
H 0.873 -1.898 -2.113 0.164
H -1.653 -2.081 -2.187 0.146


# 4
24
Properties=species:S:1:pos:R:3:lowdin_charge:R:1 method="wB97M-V/def2-TZVPD" orbital_gap_ev=7.7399 e_tot_ha=-480.6990 charge=+1 homo_ha=-0.4631 e_lumo_ev=-4.863 spin_multiplicity=1
C 0.827 1.740 1.361 0.057
C 1.481 1.081 0.440 -0.135
C -3.115 0.429 -0.229 0.006
C -2.712 -0.383 0.809 -0.068
C -2.235 0.615 -1.361 0.007
C -1.481 -0.921 0.845 -0.046
C -1.014 -0.080 -1.392 0.017
C -0.576 -0.737 -0.199 -0.255
C 3.334 0.714 -1.409 0.067
C 2.427 0.991 -0.469 -0.062
C 0.718 -1.272 -0.046 -0.108
N 1.277 -1.902 1.002 0.147
H 0.102 1.422 2.075 0.060
H -4.025 0.839 -0.172 0.074
H -3.359 -0.479 1.733 0.149
H -2.539 1.120 -2.267 0.113
H -1.196 -1.610 1.663 0.127
H -0.395 0.223 -2.180 0.105
H 4.015 1.467 -1.630 0.053
H 3.371 -0.322 -1.733 0.067
H 1.212 -1.497 -1.053 0.172
H 0.804 -1.885 1.999 0.185
H 0.810 2.803 1.355 0.074
H 2.269 -2.355 0.856 0.195


# 5
76
Properties=species:S:1:pos:R:3:lowdin_charge:R:1 method="wB97M-V/def2-TZVPD" orbital_gap_ev="4.4167 / 4.4320" e_tot_ha=-4235.5411 charge=-2 homo_ha="-0.0026 / -0.0033" e_lumo_ev="4.346 / 4.344" s2=0.768 spin_multiplicity=2
Ni 0.424 -0.129 0.246 -0.013
O 3.189 -0.685 0.923 -0.071
C 2.367 0.141 0.532 -0.331
C 3.004 1.532 0.235 -0.221
C 4.375 1.698 0.117 -0.048
C 4.910 2.920 -0.264 -0.107
C 4.060 3.990 -0.528 -0.116
C 2.687 3.834 -0.401 -0.088
C 2.152 2.602 -0.016 -0.310
P 0.354 2.202 0.093 1.088
C -0.328 3.687 -0.816 -0.343
C -0.577 3.491 -2.173 -0.092
C -1.065 4.519 -2.971 -0.101
C -1.334 5.761 -2.415 -0.122
C -1.110 5.966 -1.060 -0.106
C -0.611 4.937 -0.270 -0.104
C -0.067 2.723 1.801 -0.375
C -1.417 2.811 2.144 -0.123
C -1.805 3.171 3.422 -0.100
C -0.844 3.435 4.394 -0.116
C 0.499 3.322 4.072 -0.097
C 0.885 2.971 2.782 -0.076
H 4.999 0.835 0.323 0.104
H 5.983 3.041 -0.370 0.085
H 4.466 4.945 -0.843 0.085
H 2.033 4.673 -0.608 0.088
H -0.386 2.511 -2.600 0.101
H -1.248 4.343 -4.025 0.093
H -1.714 6.565 -3.034 0.086
H -1.321 6.932 -0.614 0.090
H -0.433 5.112 0.785 0.103
H -2.169 2.569 1.399 0.112
H -2.859 3.227 3.669 0.094
H -1.144 3.707 5.399 0.086
H 1.254 3.500 4.829 0.092
H 1.937 2.869 2.544 0.104
O -1.528 -0.338 -0.426 -0.222
N -2.443 -0.763 0.411 -0.192
C -3.675 -0.976 -0.100 -0.047
C -4.729 -1.403 0.663 -0.102
C -4.503 -1.627 2.026 -0.120
C -3.252 -1.414 2.536 -0.121
C -2.161 -0.977 1.744 -0.665
S -0.601 -0.723 2.356 0.706
H -3.732 -0.782 -1.160 0.124
H -5.691 -1.564 0.198 0.086
H -5.302 -1.978 2.667 0.089
H -3.036 -1.583 3.581 0.090
C 1.245 -4.001 -3.489 -0.220
Si 0.120 -2.871 -2.436 0.330
C 0.331 -1.124 -3.155 -0.195
C -1.620 -3.408 -3.027 -0.217
C 0.422 -2.925 -0.698 -0.343
Si 0.723 -4.256 0.424 0.323
C 1.304 -5.847 -0.459 -0.219
C -0.795 -4.880 1.412 -0.212
C 2.010 -3.892 1.763 -0.199
H 1.130 -3.818 -4.564 0.004
H 1.016 -5.054 -3.303 -0.004
H 2.290 -3.835 -3.214 0.013
H -0.350 -0.923 -3.989 0.010
H 1.357 -0.961 -3.499 0.015
H 0.131 -0.388 -2.370 -0.022
H -1.708 -3.438 -4.122 0.001
H -2.369 -2.712 -2.637 -0.004
H -1.854 -4.404 -2.635 0.005
H 0.398 -1.945 -0.195 -0.085
H 0.565 -6.173 -1.198 0.004
H 1.444 -6.665 0.257 0.006
H 2.248 -5.678 -0.982 0.012
H -1.457 -5.463 0.763 0.004
H -1.361 -4.021 1.786 -0.004
H -0.515 -5.507 2.270 0.004
H 2.734 -3.168 1.378 0.003
H 2.535 -4.800 2.081 0.004
H 1.534 -3.443 2.641 0.009


# 6
21
Properties=species:S:1:pos:R:3:lowdin_charge:R:1 method="wB97M-V/def2-TZVPD" orbital_gap_ev=8.9164 e_tot_ha=-726.3920 homo_ha=-0.3055 e_lumo_ev=0.603 spin_multiplicity=1
C 1.628 1.806 0.048 -0.069
C -0.800 1.770 -0.070 -0.125
C 0.027 -0.666 1.507 -0.157
C 0.396 0.952 -0.461 -0.469
C 0.370 -0.499 0.053 -0.370
N -0.847 -3.095 -0.630 -0.274
O -1.099 -1.284 -2.346 -0.540
S -1.296 -1.471 -0.911 0.834
H 1.716 1.717 1.128 0.058
H 2.644 1.255 -0.352 0.126
H 1.628 2.780 -0.362 0.047
H -0.658 2.798 -0.454 0.079
H -1.083 1.974 0.961 0.069
H -1.783 1.245 -0.490 0.107
H 0.158 -1.813 1.680 0.094
H -1.061 -0.390 1.866 0.111
H 0.789 -0.056 1.969 0.057
H 0.408 0.979 -1.548 0.121
H 1.382 -0.918 -0.208 0.131
H -1.525 -3.456 0.181 0.090
H -0.994 -3.629 -1.560 0.080


# 7
66
Properties=species:S:1:pos:R:3:lowdin_charge:R:1 method="wB97M-V/def2-TZVPD" orbital_gap_ev=7.6879 smiles="O=C1OCC[C@@]1(CCC(F)=C(F)F)CCC(F)(F)F.C[N+](=O)[O-].C[N+](=O)[O-].C[N+](=O)[O-].C[N+](=O)[O-].C[N+](=O)[O-]" e_tot_ha=-2401.0441 homo_ha=-0.3135 e_lumo_ev=-0.842 spin_multiplicity=1
O -2.474 1.701 2.050 0.092
C -1.759 0.808 2.517 -0.349
O -2.374 -0.368 3.068 -0.019
C -1.293 -1.359 3.066 -0.154
C -0.086 -0.486 3.632 -0.100
C -0.124 0.724 2.584 -0.282
C 0.206 2.118 3.290 -0.107
C 1.705 2.642 3.151 -0.094
C 2.701 2.041 4.275 -0.109
F 2.455 0.848 4.982 0.014
C 3.866 2.836 4.561 -0.155
F 3.987 3.571 5.759 0.034
F 4.899 2.940 3.624 0.066
C 0.212 0.479 1.047 -0.088
C 1.711 0.103 0.682 -0.058
C 2.316 -1.166 1.413 -0.403
F 3.342 -1.674 0.550 0.030
F 1.431 -2.234 1.598 0.087
F 3.013 -0.805 2.598 0.058
H -1.046 -1.755 2.027 0.115
H -1.473 -2.305 3.687 0.142
H 0.897 -0.973 3.910 0.111
H -0.508 -0.109 4.627 0.133
H -0.477 2.974 2.958 0.134
H 0.012 1.966 4.413 0.136
H 2.146 2.577 2.100 0.110
H 1.673 3.767 3.386 0.116
H -0.031 1.460 0.498 0.149
H -0.490 -0.298 0.573 0.138
H 1.718 -0.154 -0.438 0.104
H 2.473 0.943 0.795 0.125
C 1.791 -3.657 -2.410 0.042
N 2.035 -2.264 -2.861 -0.422
O 2.628 -2.111 -3.915 0.063
O 1.623 -1.372 -2.142 0.048
H 2.210 -4.342 -3.144 0.088
H 2.281 -3.779 -1.444 0.101
H 0.713 -3.791 -2.328 0.098
C 1.106 -4.195 -6.537 0.047
N 0.310 -4.386 -5.297 -0.442
O -0.250 -3.407 -4.835 0.053
O 0.277 -5.510 -4.830 0.061
H 1.045 -3.151 -6.835 0.099
H 2.134 -4.473 -6.313 0.103
H 0.679 -4.841 -7.303 0.102
C -3.910 -2.707 -3.651 0.031
N -3.347 -2.620 -2.277 -0.445
O -3.801 -3.376 -1.436 0.060
O -2.469 -1.795 -2.093 0.051
H -4.677 -3.479 -3.668 0.099
H -4.335 -1.737 -3.894 0.075
H -3.093 -2.961 -4.325 0.090
C 2.898 6.575 6.348 0.044
N 1.554 7.003 5.881 -0.448
O 0.988 6.288 5.071 0.055
O 1.116 8.041 6.342 0.065
H 3.158 5.641 5.857 0.066
H 3.604 7.360 6.083 0.104
H 2.843 6.440 7.427 0.105
C -5.606 0.794 -6.052 0.047
N -5.118 -0.430 -6.739 -0.435
O -5.392 -0.557 -7.917 0.080
O -4.475 -1.220 -6.067 0.039
H -6.158 1.401 -6.766 0.096
H -6.252 0.476 -5.235 0.102
H -4.734 1.332 -5.680 0.104


# 8
17
Properties=species:S:1:pos:R:3:lowdin_charge:R:1 method="wB97M-V/def2-TZVPD" orbital_gap_ev=9.2835 smiles=N[C@]12CCN[C@@H]1C2 e_tot_ha=-305.8830 homo_ha=-0.3022 e_lumo_ev=1.061 spin_multiplicity=1
N 0.969 -1.152 -0.585 0.061
C 0.247 -0.579 0.500 -0.490
C -1.226 -0.710 0.285 -0.113
C -1.322 0.316 -0.953 -0.138
N -0.017 1.159 -0.885 -0.050
C 0.375 0.982 0.507 -0.223
C 1.237 0.087 1.409 -0.007
H 0.756 -2.081 -0.871 0.075
H 1.066 -0.533 -1.373 0.073
H -1.800 -0.405 1.185 0.110
H -1.587 -1.714 0.010 0.102
H -2.261 0.906 -0.978 0.104
H -1.352 -0.243 -1.878 0.084
H -0.242 2.132 -1.086 0.098
H -0.395 1.348 1.164 0.113
H 2.221 -0.285 1.147 0.094
H 1.069 0.255 2.484 0.107


Please write out number 5 again, unchanged.
76
Properties=species:S:1:pos:R:3:lowdin_charge:R:1 method="wB97M-V/def2-TZVPD" orbital_gap_ev="4.4167 / 4.4320" e_tot_ha=-4235.5411 charge=-2 homo_ha="-0.0026 / -0.0033" e_lumo_ev="4.346 / 4.344" s2=0.768 spin_multiplicity=2
Ni 0.424 -0.129 0.246 -0.013
O 3.189 -0.685 0.923 -0.071
C 2.367 0.141 0.532 -0.331
C 3.004 1.532 0.235 -0.221
C 4.375 1.698 0.117 -0.048
C 4.910 2.920 -0.264 -0.107
C 4.060 3.990 -0.528 -0.116
C 2.687 3.834 -0.401 -0.088
C 2.152 2.602 -0.016 -0.310
P 0.354 2.202 0.093 1.088
C -0.328 3.687 -0.816 -0.343
C -0.577 3.491 -2.173 -0.092
C -1.065 4.519 -2.971 -0.101
C -1.334 5.761 -2.415 -0.122
C -1.110 5.966 -1.060 -0.106
C -0.611 4.937 -0.270 -0.104
C -0.067 2.723 1.801 -0.375
C -1.417 2.811 2.144 -0.123
C -1.805 3.171 3.422 -0.100
C -0.844 3.435 4.394 -0.116
C 0.499 3.322 4.072 -0.097
C 0.885 2.971 2.782 -0.076
H 4.999 0.835 0.323 0.104
H 5.983 3.041 -0.370 0.085
H 4.466 4.945 -0.843 0.085
H 2.033 4.673 -0.608 0.088
H -0.386 2.511 -2.600 0.101
H -1.248 4.343 -4.025 0.093
H -1.714 6.565 -3.034 0.086
H -1.321 6.932 -0.614 0.090
H -0.433 5.112 0.785 0.103
H -2.169 2.569 1.399 0.112
H -2.859 3.227 3.669 0.094
H -1.144 3.707 5.399 0.086
H 1.254 3.500 4.829 0.092
H 1.937 2.869 2.544 0.104
O -1.528 -0.338 -0.426 -0.222
N -2.443 -0.763 0.411 -0.192
C -3.675 -0.976 -0.100 -0.047
C -4.729 -1.403 0.663 -0.102
C -4.503 -1.627 2.026 -0.120
C -3.252 -1.414 2.536 -0.121
C -2.161 -0.977 1.744 -0.665
S -0.601 -0.723 2.356 0.706
H -3.732 -0.782 -1.160 0.124
H -5.691 -1.564 0.198 0.086
H -5.302 -1.978 2.667 0.089
H -3.036 -1.583 3.581 0.090
C 1.245 -4.001 -3.489 -0.220
Si 0.120 -2.871 -2.436 0.330
C 0.331 -1.124 -3.155 -0.195
C -1.620 -3.408 -3.027 -0.217
C 0.422 -2.925 -0.698 -0.343
Si 0.723 -4.256 0.424 0.323
C 1.304 -5.847 -0.459 -0.219
C -0.795 -4.880 1.412 -0.212
C 2.010 -3.892 1.763 -0.199
H 1.130 -3.818 -4.564 0.004
H 1.016 -5.054 -3.303 -0.004
H 2.290 -3.835 -3.214 0.013
H -0.350 -0.923 -3.989 0.010
H 1.357 -0.961 -3.499 0.015
H 0.131 -0.388 -2.370 -0.022
H -1.708 -3.438 -4.122 0.001
H -2.369 -2.712 -2.637 -0.004
H -1.854 -4.404 -2.635 0.005
H 0.398 -1.945 -0.195 -0.085
H 0.565 -6.173 -1.198 0.004
H 1.444 -6.665 0.257 0.006
H 2.248 -5.678 -0.982 0.012
H -1.457 -5.463 0.763 0.004
H -1.361 -4.021 1.786 -0.004
H -0.515 -5.507 2.270 0.004
H 2.734 -3.168 1.378 0.003
H 2.535 -4.800 2.081 0.004
H 1.534 -3.443 2.641 0.009